1.
The following is a quantum chemistry calculation of the molecule C5H7NO in a non-equilibrium geometry, from OMol25.

```
! RIJCOSX wB97M-V def2-TZVPD def2/J DEFGRID3
* xyz 0 1
C -1.52 -1.10 -0.05
C -0.52 -0.09 0.50
C 0.93 -0.43 0.17
C 1.55 0.85 -0.29
O 2.71 1.07 -0.54
C -0.80 1.35 0.01
N 0.40 1.78 -0.38
H -2.54 -0.83 0.22
H -1.31 -2.11 0.34
H -1.45 -1.15 -1.15
H -0.64 -0.05 1.60
H 1.51 -0.83 1.00
H 1.01 -1.13 -0.67
H 0.65 2.68 -0.76
*
```

The total energy comes out at -8834.538 eV. As for the gap between HOMO and LUMO: 9.35 eV. For the HOMO energy, the calculation gives -8.838 eV. The value obtained for the LUMO energy is 0.515 eV.

***

2.
The following is a quantum chemistry calculation of a structure of composition C15H14AlIN2O10S2, from OMol25.

```
! RIJCOSX wB97M-V def2-TZVPD def2/J DEFGRID3
* xyz -2 1
Al -0.42 -0.12 2.19
O -3.55 1.20 0.11
C -2.57 0.64 0.55
O -1.87 0.96 1.60
C -1.98 -0.57 -0.17
C -2.24 -1.05 -1.44
C -1.44 -2.08 -1.93
C -0.42 -2.62 -1.14
C -0.23 -2.08 0.12
N -1.01 -1.11 0.55
C 0.89 -2.36 1.11
O 1.64 -3.30 0.97
O 0.93 -1.45 2.04
H -3.00 -0.58 -2.05
H -1.58 -2.43 -2.94
H 0.24 -3.39 -1.51
C 2.04 2.03 4.95
S 1.67 2.07 3.22
O 2.83 1.56 2.52
O 1.25 3.40 2.88
O 0.51 1.10 3.17
H 2.82 2.77 5.14
H 2.37 1.03 5.20
H 1.13 2.28 5.49
I -2.48 -2.69 3.33
C -1.36 -0.88 3.82
H -0.70 -1.22 4.61
H -2.13 -0.25 4.27
N 0.81 1.09 0.27
C 0.72 0.90 -1.13
C 1.52 -0.06 -1.76
C 1.32 -0.36 -3.10
C 0.33 0.29 -3.83
C -0.44 1.26 -3.21
C -0.25 1.56 -1.87
S 0.09 -0.13 -5.56
O -1.18 0.48 -5.90
O 0.08 -1.59 -5.57
O 1.24 0.46 -6.23
H 1.75 0.91 0.63
H 0.54 2.03 0.55
H 2.27 -0.59 -1.18
H 1.91 -1.13 -3.59
H -1.21 1.75 -3.79
H -0.88 2.29 -1.37
*
```

The total energy comes out at -75616.011 eV. As for the gap between HOMO and LUMO: 7.31 eV. For the HOMO energy, the calculation gives -3.396 eV. The value obtained for the LUMO energy is 3.918 eV.